Here is C11H12N4O5SZr as an isolated structure from the Open Molecules 2025 dataset. Energies are from wB97M-V/def2-TZVPD.

Computed properties:
HOMO level (Ha): -0.5612
Max |F| (eV Å⁻¹): 0.39
M (g mol⁻¹): 403.5
Relative energy (zero: lowest compared OMol25 entry of this formula, charge and spin) (kcal per mole): 0.0
Total energy (Eh): -1466.42935
Frontier orbital gap (Eh): 0.273
Lowest unoccupied orbital energy (eV): -7.8
Total charge: +2

```
34
C11H12N4O5SZr | the Open Molecules 2025 dataset | wB97M-V/def2-TZVPD
Zr 0.05068 0.37490 -0.10759
O 1.92379 4.16715 -0.44226
C 1.62348 2.93827 -0.21824
O 0.45008 2.52180 -0.16180
C 2.81454 2.03225 -0.03174
O 2.35521 0.71725 0.25690
C 2.88498 0.05286 1.43515
C 1.72376 -0.25287 2.37013
O 1.80139 -0.45327 3.52860
O 0.53563 -0.25767 1.67549
H 1.13834 4.72912 -0.57260
H 3.40167 2.03886 -0.95382
H 3.42873 2.43044 0.77887
H 3.34897 -0.87706 1.10571
H 3.62962 0.67490 1.92615
N 2.29766 -1.91595 -3.03159
C 1.28154 -1.42646 -2.33190
S 0.94167 0.30663 -2.49784
N 0.59263 -2.26393 -1.58007
N -0.41631 -1.60508 -0.93584
C -1.48333 -2.19279 -0.54940
C -2.49479 -1.34592 0.10004
C -3.74846 -1.82019 0.41515
C -4.68399 -0.94423 0.96450
C -4.33526 0.37733 1.17002
C -3.05884 0.79005 0.82168
N -2.15304 -0.03958 0.29319
H 2.79812 -1.35090 -3.69597
H 2.46407 -2.91204 -3.01342
H -1.65798 -3.24751 -0.73914
H -3.99714 -2.85761 0.23873
H -5.67274 -1.29951 1.22187
H -5.02907 1.09051 1.59043
H -2.75558 1.82023 0.97058
```